No. 1
C23H24Cl2N5RhS2 | ωB97M-V/def2-TZVPD

Summary:
HOMO level ... -7.48 eV
Gap between HOMO and LUMO ... 6.450 eV
Relative energy (zero: lowest compared OMol25 entry of this formula, charge and spin) ... 9.7 kcal per mole
2S+1 ... 1
Total charge ... 0
E_LUMO ... -1.0297 eV

```
57
Properties=species:S:1:pos:R:3:nbo_charge:R:1
Rh -0.200 -0.148 -0.340 0.5837
C -2.746 -3.218 -2.038 -0.6766
C -1.646 -2.371 -1.491 0.2318
N -1.856 -1.336 -0.767 -0.2288
N -3.123 -1.006 -0.390 -0.4410
C -3.123 0.080 0.359 0.3004
N -4.323 0.450 0.863 -0.7822
S -1.761 1.075 0.832 -0.1358
C -0.194 -2.679 -1.737 0.1867
C 0.203 -3.805 -2.430 -0.2312
C 1.560 -4.078 -2.577 -0.1383
C 2.481 -3.226 -2.004 -0.2518
C 2.017 -2.112 -1.314 0.0915
N 0.724 -1.836 -1.200 -0.4386
H -3.618 -2.588 -2.202 0.2619
H -3.033 -4.003 -1.335 0.2375
H -2.458 -3.684 -2.978 0.2186
H -5.141 0.024 0.459 0.4023
H -4.411 1.389 1.212 0.4020
H -0.540 -4.472 -2.840 0.2295
H 1.883 -4.950 -3.130 0.2260
H 3.544 -3.402 -2.080 0.2329
H 2.694 -1.415 -0.838 0.2414
Cl 0.239 3.452 -0.784 0.0429
C -1.243 3.309 -1.656 -0.0556
C -2.078 4.415 -1.664 -0.2327
C -3.263 4.384 -2.378 -0.1958
C -3.612 3.242 -3.077 -0.2335
C -2.779 2.137 -3.033 -0.0635
Cl -3.320 0.724 -3.899 0.0035
C -1.568 2.125 -2.322 -0.1495
S -0.573 0.668 -2.386 0.0591
H -1.782 5.296 -1.113 0.2299
H -3.914 5.248 -2.388 0.2195
H -4.524 3.193 -3.654 0.2276
C 1.475 0.653 4.991 -0.3991
N 1.406 -0.419 4.026 -0.4535
C 2.436 -1.421 4.148 -0.4032
C 0.961 -0.098 2.690 -0.2473
C 1.928 0.555 1.705 -0.0203
C 3.147 1.078 2.129 -0.2425
C 4.038 1.655 1.234 -0.2314
C 3.718 1.695 -0.114 -0.2322
C 2.505 1.170 -0.542 -0.2583
C 1.580 0.617 0.348 -0.2345
H 1.413 0.236 6.000 0.1916
H 0.627 1.324 4.850 0.2036
H 2.392 1.259 4.945 0.1616
H 2.420 -1.840 5.157 0.1932
H 3.456 -1.054 3.957 0.1671
H 2.240 -2.230 3.442 0.1957
H 0.079 0.539 2.784 0.2223
H 0.607 -1.035 2.234 0.1805
H 3.416 1.032 3.174 0.2016
H 4.978 2.058 1.590 0.2066
H 4.401 2.140 -0.828 0.2072
H 2.260 1.206 -1.599 0.2170
```

No. 2
C23H24Cl3IN3O7Tm | ωB97M-V/def2-TZVPD

Summary:
HOMO level (alpha / beta) ... -8.87 / -8.87 eV
Gap between HOMO and LUMO (alpha / beta) ... 8.359 / 8.356 eV
2S+1 ... 3
Total charge ... 0
E_LUMO (alpha / beta) ... -0.5156 / -0.5175 eV

```
62
Properties=species:S:1:pos:R:3:nbo_charge:R:1
Tm -1.097 0.698 0.444 1.8915
O 0.208 1.714 2.372 -0.7155
C 0.837 2.934 1.956 -0.0863
C -0.059 3.876 1.132 -0.2471
N -0.756 3.159 0.000 -0.4979
C -2.202 3.576 -0.067 -0.3636
C -3.196 2.851 0.845 0.7816
O -4.320 3.235 0.947 -0.6262
O -2.720 1.781 1.389 -0.8519
C -0.073 3.177 -1.280 -0.3501
C -0.744 2.233 -2.293 0.7966
O -0.695 2.613 -3.429 -0.6241
O -1.191 1.118 -1.769 -0.8516
H -0.434 1.887 3.092 0.4978
H 1.639 2.584 1.302 0.2164
H 1.274 3.340 2.847 0.1899
H 0.559 4.794 0.799 0.2118
H -0.805 4.349 1.774 0.2102
H -2.614 3.486 -1.055 0.2499
H -2.211 4.716 0.009 0.2145
H 0.968 2.827 -1.172 0.2336
H -0.019 4.167 -1.747 0.2008
Cl -2.949 -2.265 5.513 0.0740
C -2.735 -2.641 3.756 -0.2080
Cl -4.307 -2.675 2.928 0.1070
Cl -1.852 -4.155 3.560 0.1041
C -2.001 -1.565 3.097 0.3454
N -1.576 -0.704 2.468 -0.2980
C 6.343 -3.220 -0.299 -0.6343
C 4.981 -2.619 -0.443 0.0211
C 4.569 -1.662 -1.388 -0.2551
C 3.334 -0.988 -1.280 0.1357
C 3.003 0.031 -2.353 -0.6533
C 2.454 -1.283 -0.249 -0.2079
C 2.810 -2.302 0.685 0.0477
C 1.827 -2.813 1.744 -0.6288
C 4.031 -2.872 0.573 -0.2329
C 1.162 -0.566 -0.081 0.8071
O 1.153 0.684 0.046 -0.7402
O 0.079 -1.226 0.023 -0.7622
H 6.445 -3.770 0.639 0.2181
H 7.062 -2.455 -0.384 0.2221
H 6.644 -3.978 -1.039 0.2226
H 5.237 -1.448 -2.188 0.2039
H 3.640 -0.170 -3.236 0.2155
H 3.224 1.062 -2.029 0.2268
H 1.908 -0.098 -2.591 0.2302
H 1.078 -3.395 1.221 0.2329
H 1.378 -1.970 2.270 0.2134
H 2.398 -3.428 2.502 0.2084
H 4.262 -3.551 1.382 0.1948
I -6.815 0.986 -2.583 0.1753
C -5.111 -0.125 -2.094 -0.1892
C -4.769 -1.274 -2.820 -0.1798
C -3.616 -1.912 -2.463 -0.2322
C -2.901 -1.479 -1.360 0.0586
N -3.279 -0.425 -0.622 -0.4714
C -4.356 0.253 -1.006 0.0216
H -5.367 -1.569 -3.651 0.2322
H -3.245 -2.779 -2.939 0.2253
H -1.929 -1.892 -1.020 0.2286
H -4.563 1.143 -0.386 0.2403
```

No. 3
C23H24Cl48N3O3 | ωB97M-V/def2-TZVPD

Summary:
HOMO level ... -12.38 eV
Gap between HOMO and LUMO ... 9.595 eV
Relative energy (zero: lowest compared OMol25 entry of this formula, charge and spin) ... 2.4 kcal per mole
2S+1 ... 1
Total charge ... +1
E_LUMO ... -2.7811 eV

```
101
Properties=species:S:1:pos:R:3:mulliken_charge:R:1
C 0.000 3.120 -2.015 -0.9893
C -0.149 2.091 -0.828 0.1861
O 0.981 2.094 0.061 0.0257
C 0.677 2.563 1.372 -0.1076
C 0.726 1.438 2.479 0.0845
O 1.203 0.162 1.978 -0.1808
N 0.185 -0.478 1.349 0.0035
C -0.604 -1.329 1.964 -0.5071
N -0.421 -1.673 3.308 0.0420
C -0.250 -3.183 3.314 -0.7625
C -0.065 -3.786 1.889 -0.4965
C -1.121 -3.304 0.828 -0.2678
N -1.677 -2.010 1.315 0.4649
C -2.327 -1.202 0.279 -0.8713
O -3.606 -1.675 -0.055 -0.4669
C -4.375 -0.656 -0.718 -0.2455
C -4.240 -0.677 -2.274 -0.7901
H -1.007 3.584 -2.166 0.3222
H 0.309 2.551 -2.932 0.0927
H 0.735 3.911 -1.753 0.2950
H -0.170 1.067 -1.304 -0.1454
H -1.136 2.208 -0.322 0.3261
H -0.294 3.117 1.443 0.4460
H 1.459 3.322 1.632 -0.4233
H -0.277 1.379 2.966 -0.1352
H 1.453 1.761 3.261 0.6259
H 0.074 -0.247 0.355 -0.0585
H 0.440 -1.285 3.693 0.3596
H 0.710 -3.376 3.860 0.3643
H -1.037 -3.703 3.900 0.3753
H -0.190 -4.907 1.995 0.2092
H 0.972 -3.654 1.492 0.3485
H -0.603 -3.121 -0.149 0.1657
H -1.899 -4.091 0.672 0.4933
H -1.696 -1.229 -0.665 0.3935
H -2.310 -0.129 0.612 0.4135
H -5.450 -0.814 -0.463 0.3558
H -4.117 0.376 -0.373 0.2707
H -4.364 -1.688 -2.722 0.2943
H -3.302 -0.181 -2.625 0.0508
H -5.077 -0.041 -2.670 0.3775
C -3.387 0.798 4.832 0.1924
Cl -3.520 -0.301 3.447 0.0004
Cl -2.182 0.177 5.974 -0.0874
Cl -2.866 2.403 4.252 -0.0634
Cl -4.951 0.915 5.646 -0.0477
C 3.962 3.365 1.601 0.1409
Cl 4.227 3.789 -0.097 0.1231
Cl 2.827 4.516 2.329 -0.1772
Cl 3.277 1.729 1.690 0.1778
Cl 5.513 3.436 2.467 -0.0647
C -1.685 -7.258 -1.132 0.3207
Cl -3.406 -6.985 -1.437 -0.0500
Cl -1.225 -8.858 -1.733 -0.0910
Cl -0.725 -6.017 -1.963 -0.0836
Cl -1.377 -7.167 0.614 -0.1078
C 4.255 0.148 5.818 0.2163
Cl 2.711 0.581 6.576 -0.0935
Cl 5.518 0.065 7.056 -0.0878
Cl 4.101 -1.431 5.023 -0.1120
Cl 4.684 1.373 4.612 0.0221
C 6.475 5.148 -3.680 0.2796
Cl 6.578 4.148 -5.137 -0.0496
Cl 7.513 4.450 -2.424 -0.0856
Cl 6.997 6.800 -4.041 -0.0853
Cl 4.794 5.170 -3.112 -0.0831
C -1.476 -0.251 -5.614 0.1953
Cl -0.518 0.086 -7.064 -0.1004
Cl -0.803 0.682 -4.259 0.0006
Cl -3.159 0.229 -5.884 -0.0929
Cl -1.404 -1.982 -5.242 -0.0663
C -7.386 3.135 2.833 0.2558
Cl -7.430 3.322 1.070 -0.1027
Cl -8.265 4.471 3.592 -0.0896
Cl -8.142 1.596 3.283 -0.0968
Cl -5.701 3.145 3.386 0.0418
C 3.481 -0.038 -4.786 0.0950
Cl 3.959 1.648 -4.534 0.0263
Cl 2.126 -0.111 -5.926 0.0599
Cl 4.850 -0.953 -5.433 -0.0777
Cl 2.976 -0.738 -3.234 -0.0707
C -2.305 6.496 6.041 0.3004
Cl -3.651 7.159 6.981 -0.0964
Cl -0.851 6.431 7.052 -0.0979
Cl -2.717 4.856 5.495 -0.0017
Cl -2.001 7.527 4.632 -0.1045
C 5.039 0.312 -9.337 0.2760
Cl 6.033 0.729 -10.742 -0.0950
Cl 5.648 1.165 -7.907 -0.0254
Cl 3.359 0.792 -9.638 -0.0820
Cl 5.113 -1.437 -9.060 -0.0899
C -6.643 -9.875 -1.296 0.3400
Cl -7.268 -10.744 -2.707 -0.0876
Cl -7.334 -8.242 -1.252 -0.1107
Cl -7.091 -10.745 0.181 -0.0905
Cl -4.878 -9.762 -1.404 -0.0487
C 8.035 0.759 0.323 0.2062
Cl 8.305 -0.839 -0.395 -0.0994
Cl 6.403 0.825 1.010 0.0298
Cl 9.230 1.044 1.600 -0.1008
Cl 8.196 2.003 -0.932 -0.0420
```

- Among the records above, which one has the highest 2S+1?
  C23H24Cl3IN3O7Tm